The following is a quantum chemistry calculation of a cluster of 2 separate species, CH8N2S2 in total, from OMol25.

## Properties
F_max (Eh/bohr): 0.027
Relative energy (zero: lowest compared OMol25 entry of this formula, charge and spin) (kJ/mol): 90.11
SMILES string: NCN.SS
Kohn-Sham gap (hartree): 0.3241
HOMO (hartree): -0.320
E_LUMO (eV): 0.1

Last column: natural (NBO) charge in e.
Cartesian coordinates (Å):
1 S -0.2755 2.3033 0.3111  -0.15
2 S -0.0888 0.8401 1.7684  -0.12
3 H -0.7986 3.3161 1.0299  0.14
4 H 0.4922 0.1443 0.7676  0.13
5 N -0.7434 -1.5226 -1.8761  -0.84
6 C 0.6654 -2.0369 -1.6424  -0.06
7 N 0.9954 -2.2782 -0.2400  -0.82
8 H -0.7101 -0.7010 -2.4695  0.36
9 H -1.0355 -1.1990 -0.9631  0.34
10 H 1.3747 -1.2993 -2.0162  0.16
11 H 0.7961 -2.8839 -2.3122  0.18
12 H 0.6409 -3.1634 0.1220  0.36
13 H 0.3483 -1.6745 0.2705  0.33

***

The following is a quantum chemistry calculation of a cluster of 2 separate species, CH8N2S2 in total, from OMol25.

## Properties
F_max (Eh/bohr): 0.017
Relative energy (zero: lowest compared OMol25 entry of this formula, charge and spin) (kJ/mol): 18.71
SMILES string: NCN.SS
Kohn-Sham gap (hartree): 0.3498
HOMO (hartree): -0.332
E_LUMO (eV): 0.5

Last column: natural (NBO) charge in e.
Cartesian coordinates (Å):
1 S -1.2641 1.5123 -1.2187  -0.21
2 S -2.9269 0.7544 -2.2540  -0.13
3 H -1.0114 0.3530 -0.5813  0.18
4 H -2.2511 0.6223 -3.3937  0.12
5 N -0.0687 -1.1224 0.5489  -0.86
6 C 0.9860 -0.3517 1.2581  -0.06
7 N 1.5231 0.7412 0.5282  -0.84
8 H 0.3322 -1.9574 0.1442  0.36
9 H -0.7438 -1.4784 1.2200  0.36
10 H 1.8010 -1.0162 1.5844  0.17
11 H 0.5569 0.0322 2.1792  0.18
12 H 0.8496 1.3849 0.1468  0.36
13 H 2.2171 0.5257 -0.1622  0.36

***

The following is a quantum chemistry calculation of a structure of composition CH8N3, from OMol25.

## Properties
F_max (Eh/bohr): 0.095
Charge: +1
Relative energy (zero: lowest compared OMol25 entry of this formula, charge and spin) (kJ/mol): 358.02
Kohn-Sham gap (hartree): 0.4137
HOMO (hartree): -0.541
E_LUMO (eV): -3.5

Last column: natural (NBO) charge in e.
Cartesian coordinates (Å):
1 C 0.5145 0.3515 -0.7152  -0.09
2 N -0.2315 -0.8484 -0.9122  -0.86
3 N 0.0925 1.0431 0.5526  -0.45
4 N -0.6607 0.0691 1.3061  -0.61
5 H 0.2949 1.2992 -1.6559  0.25
6 H 1.6460 0.0836 -0.5863  0.22
7 H -0.8004 -0.7175 0.3860  0.44
8 H 0.2602 -1.7755 -1.0347  0.44
9 H 0.7621 1.4544 1.1371  0.39
10 H -1.5191 0.4283 1.7345  0.42
11 H -0.9709 -0.9716 -1.6863  0.44
12 H -0.2608 -0.4864 2.0776  0.40

***

The following is a quantum chemistry calculation of a cluster of 2 separate species, CH8N3 in total, from OMol25.

## Properties
F_max (Eh/bohr): 0.117
Charge: +1
Relative energy (zero: lowest compared OMol25 entry of this formula, charge and spin) (kJ/mol): 268.90
Kohn-Sham gap (hartree): 0.3232
HOMO (hartree): -0.462
E_LUMO (eV): -3.8

Last column: natural (NBO) charge in e.
Cartesian coordinates (Å):
1 N -1.4263 -0.6130 -1.8948  -0.90
2 H -1.8457 -0.9983 -2.7059  0.44
3 H -1.5154 -1.3291 -1.0968  0.47
4 H -1.9573 0.1413 -1.4141  0.46
5 H -0.3254 -0.4170 -2.0284  0.51
6 N 1.2937 1.3372 1.8093  -0.72
7 C 0.7150 0.1020 1.4436  0.39
8 N 0.6681 -0.2200 0.0757  -1.01
9 H 1.3881 1.9138 1.0209  0.41
10 H 1.1783 1.7388 2.6678  0.40
11 H 0.5567 -0.6443 2.2116  0.18
12 H 1.2702 -1.0116 -0.0890  0.37

***

The following is a quantum chemistry calculation of the ion CH8N3P2 with charge +1, from OMol25.

## Properties
F_max (Eh/bohr): 0.124
Charge: +1
Relative energy (zero: lowest compared OMol25 entry of this formula, charge and spin) (kJ/mol): 0.00
Kohn-Sham gap (spin up / spin down) (hartree): 0.1917 / 0.2224
HOMO (spin up / spin down) (hartree): -0.333 / -0.532
Spin multiplicity: 3
E_LUMO (spin up / spin down) (eV): -3.8 / -8.4

Last column: natural (NBO) charge in e.
Cartesian coordinates (Å):
1 C 1.5180 0.7470 0.0624  0.54
2 N 2.4605 0.6364 0.7784  -0.57
3 N 0.4675 0.5016 -0.5934  -0.82
4 N -0.2596 -1.1003 1.5091  -1.12
5 P 0.1092 1.3765 -2.1059  0.58
6 P -1.1377 -0.5481 0.2087  1.08
7 H 3.1659 0.9910 1.3933  0.46
8 H 0.3577 -0.4064 1.9559  0.43
9 H -1.5942 0.7586 0.0554  0.01
10 H -0.5118 -1.9266 1.8766  0.43
11 H 0.1035 0.0317 -2.7413  0.06
12 H -1.3933 1.2584 -1.8009  -0.03
13 H -0.9707 -1.0599 -1.1517  -0.01
14 H -2.3150 -1.2600 0.5535  -0.05

***

The following is a quantum chemistry calculation of a cluster of 2 separate species, CH8N3S in total, from OMol25.

## Properties
F_max (Eh/bohr): 0.030
Charge: +2
Kohn-Sham gap (spin up / spin down) (hartree): 0.4007 / 0.1963
HOMO (spin up / spin down) (hartree): -0.718 / -0.717
Spin multiplicity: 2
E_LUMO (spin up / spin down) (eV): -8.6 / -14.2

Last column: natural (NBO) charge in e.
Cartesian coordinates (Å):
1 S 2.3777 0.5251 1.1277  0.56
2 H 2.2391 1.8429 0.9373  0.19
3 H 3.4484 0.7091 1.9991  0.24
4 N -0.8811 0.9992 -0.2736  -0.76
5 C -0.8742 -0.3195 -0.4114  0.67
6 N -0.7360 -0.8542 -1.6290  -0.74
7 N -1.0171 -1.1152 0.6853  -0.74
8 H -0.9039 1.4186 0.6416  0.42
9 H -0.5703 1.5915 -1.0305  0.44
10 H -0.8306 -0.2526 -2.4318  0.44
11 H -0.8809 -1.8618 -1.7342  0.45
12 H -0.6145 -2.0400 0.5776  0.43
13 H -0.7565 -0.6432 1.5419  0.40

***

The following is a quantum chemistry calculation of the ion CH8N4 with charge +2, from OMol25.

## Properties
F_max (Eh/bohr): 0.068
Charge: +2
Relative energy (zero: lowest compared OMol25 entry of this formula, charge and spin) (kJ/mol): 56.24
SMILES string: NNC[NH+]=[NH2+]
Kohn-Sham gap (spin up / spin down) (hartree): 0.3350 / 0.3248
HOMO (spin up / spin down) (hartree): -0.762 / -0.757
E_LUMO (spin up / spin down) (eV): -11.6 / -11.8

Last column: natural (NBO) charge in e.
Cartesian coordinates (Å):
1 C 0.0368 1.1629 -0.3826  -0.12
2 N 1.0738 0.4598 0.3301  -0.19
3 N -1.1061 0.5215 0.2741  -0.20
4 N 1.3688 -0.7953 -0.0872  -0.42
5 N -1.3465 -0.7819 0.0707  -0.44
6 H 0.0674 2.2362 -0.0652  0.31
7 H 0.1746 1.0727 -1.5166  0.29
8 H 1.2850 0.6008 1.3306  0.46
9 H -1.4278 0.9397 1.1998  0.46
10 H 1.6882 -0.9501 -1.1493  0.47
11 H 1.8780 -1.4398 0.5172  0.46
12 H -1.7840 -1.3515 0.7973  0.46
13 H -1.7417 -0.9291 -0.9217  0.46

***

The following is a quantum chemistry calculation of a cluster of 2 separate species, CH8N4P in total, from OMol25.

## Properties
F_max (Eh/bohr): 0.064
Charge: +1
Relative energy (zero: lowest compared OMol25 entry of this formula, charge and spin) (kJ/mol): 200.65
Kohn-Sham gap (hartree): 0.2913
HOMO (hartree): -0.508
E_LUMO (eV): -5.9

Last column: natural (NBO) charge in e.
Cartesian coordinates (Å):
1 C -1.4719 0.0663 -0.1709  0.58
2 N -2.6091 -0.1246 0.4708  -0.78
3 N -1.0267 -0.4250 -1.2615  -0.76
4 N 2.9300 -0.5025 0.1762  -1.06
5 N -0.5952 1.0302 0.5037  -0.92
6 P 0.7730 1.5334 -0.2806  1.08
7 H -3.0891 -0.9831 0.1507  0.44
8 H -2.8174 0.4928 1.1759  0.41
9 H -1.5166 -1.2026 -1.6663  0.39
10 H 2.9521 -1.2666 -0.4445  0.39
11 H 2.6425 -0.6830 1.1314  0.39
12 H 3.8704 -0.1082 0.1979  0.39
13 H -0.7887 1.5876 1.3181  0.44
14 H 0.7466 0.5853 -1.3009  0.02

***

The following is a quantum chemistry calculation of the ion CH8N4S with charge +2, from OMol25.

## Properties
F_max (Eh/bohr): 0.052
Charge: +2
Relative energy (zero: lowest compared OMol25 entry of this formula, charge and spin) (kJ/mol): 142.03
Kohn-Sham gap (spin up / spin down) (hartree): 0.2927 / 0.2796
HOMO (spin up / spin down) (hartree): -0.700 / -0.683
E_LUMO (spin up / spin down) (eV): -11.1 / -11.0

Last column: natural (NBO) charge in e.
Cartesian coordinates (Å):
1 C -0.7789 0.9728 0.3520  -0.12
2 N -1.2977 -0.2302 -0.3224  -0.22
3 N 0.4171 0.4952 1.1001  -0.32
4 N -0.9077 -0.5484 -1.4984  -0.39
5 N 1.5860 0.2760 0.3434  -0.45
6 S 2.8288 -0.7698 0.7202  0.57
7 H -0.7010 1.7820 -0.4554  0.27
8 H -1.5674 1.3112 0.9664  0.28
9 H -2.1023 -0.7322 -0.0330  0.44
10 H 0.2507 -0.2793 1.7140  0.41
11 H -0.8864 -1.5480 -1.6302  0.42
12 H -0.8443 -0.0065 -2.3352  0.45
13 H 1.9549 1.2110 -0.0120  0.46
14 H 2.0482 -1.9339 1.0905  0.18

***

The following is a quantum chemistry calculation of a cluster of 3 separate species, CH8NO2 in total, from OMol25.

## Properties
F_max (Eh/bohr): 0.036
Relative energy (zero: lowest compared OMol25 entry of this formula, charge and spin) (kJ/mol): 39.52
Kohn-Sham gap (spin up / spin down) (hartree): 0.2105 / 0.3778
HOMO (spin up / spin down) (hartree): -0.189 / -0.357
Spin multiplicity: 2
E_LUMO (spin up / spin down) (eV): 0.6 / 0.6

Last column: natural (NBO) charge in e.
Cartesian coordinates (Å):
1 C 1.0401 -0.7095 1.0145  -0.30
2 N 0.3826 0.4569 0.7484  -0.83
3 H 1.9056 -1.0581 0.4645  0.16
4 H 0.6616 -1.3575 1.7886  0.16
5 H -0.5720 0.4025 1.0654  0.38
6 H 0.7120 1.1413 0.0743  0.41
7 H -1.7561 -2.9376 -0.1235  0.46
8 H -2.3457 -1.7882 -0.5996  0.45
9 O -1.5838 -1.9956 -0.0399  -0.91
10 H -0.0826 2.7657 -0.9749  0.47
11 H 0.3293 2.2546 -2.2657  0.48
12 O 0.5993 2.1705 -1.3455  -0.93

***

Q: Which formula does entry 9 have?
A: CH8N4S

***

Q: What is the F_max in the tenth record?
A: 0.036 Eh/bohr